Below is 11 unconnected molecules or ions with the total composition C52H128N21O9P5 at a distorted geometry, with properties calculated with the ωB97M-V functional and the def2-TZVPD basis.

Last columns: bonded neighbours and bond lengths (Å).
Geometry (Å):
1 H 14.15 22.94 10.64  C47 1.097
2 N 13.53 10.65 16.61  C46 1.452, P208 1.691, C212 1.474
3 N 12.20 20.28 13.74  P187 1.653, C190 1.466, C192 1.496
4 H 14.40 11.96 19.40  C109 1.086
5 C 13.68 22.81 13.55  H10 1.065, H38 1.134, H72 1.079, N98 1.443
6 H 11.84 17.77 23.06  C129 1.102
7 H 18.48 18.87 9.16  C197 1.108
8 H 11.54 12.54 11.29  C32 1.092
9 H 16.47 24.17 19.70  C196 1.059
10 H 14.72 22.58 13.47  C5 1.065
11 C 14.59 15.03 24.73  H26 1.095, H27 1.072, N198 1.438, H206 1.087
12 H 15.35 10.35 15.51  C212 1.104
13 C 19.68 15.22 13.00  C106 1.489, H122 1.046, H142 1.078, H171 1.055
14 H 15.50 11.33 16.97  C212 1.122
15 H 12.33 16.35 12.76  C44 1.102
16 C 12.79 23.13 16.72  H19 1.090, H128 1.093, N207 1.499, H213 1.077
17 H 11.29 23.35 19.74  C123 1.106
18 H 9.89 19.21 11.09  C176 1.070
19 H 11.96 23.68 16.29  C16 1.090
20 N 15.35 15.04 11.19  C35 1.450, P87 1.653, C103 1.476
21 H 8.70 17.11 13.58  C77 1.091
22 H 10.78 20.08 15.26  C192 1.095
23 O 13.76 20.08 11.57  P187 1.489
24 H 8.22 18.22 17.88  C181 1.064
25 H 13.40 8.62 16.43  C46 1.090
26 H 13.92 15.88 24.56  C11 1.095
27 H 15.54 15.38 25.06  C11 1.072
28 H 10.01 20.22 13.60  C192 1.107
29 H 12.49 12.45 9.81  C32 1.105
30 H 12.64 13.75 23.77  C40 1.064
31 H 20.27 18.93 17.63  C112 1.083
32 C 12.55 12.38 10.91  H8 1.092, H29 1.105, H141 1.068, N145 1.454
33 H 10.32 17.62 13.13  C77 1.114
34 H 12.25 15.81 8.76  C168 1.116
35 C 16.29 13.99 11.52  N20 1.450, H54 1.103, H146 1.094, H167 1.110
36 C 10.79 16.35 20.11  C136 1.365, C203 1.368, H204 1.095
37 H 19.33 17.54 16.92  C112 1.105
38 H 13.48 23.88 13.87  C5 1.134
39 H 12.37 22.77 10.42  C47 1.097
40 C 13.35 13.88 22.98  H30 1.064, H94 1.110, H150 1.091, N198 1.453
41 H 12.04 15.88 18.50  C136 1.081
42 H 13.79 16.32 14.48  C126 1.101
43 H 16.50 15.11 19.98  C177 1.121
44 C 13.03 16.76 12.02  H15 1.102, H74 1.092, H152 1.084, N155 1.464
45 H 13.95 17.39 21.81  C93 1.098
46 C 13.57 9.34 17.23  N2 1.452, H25 1.090, H52 1.069, H70 1.121
47 C 13.17 23.07 11.11  H1 1.097, H39 1.097, N98 1.440, H137 1.092
48 H 12.08 14.49 16.52  C165 1.105
49 N 8.98 17.91 15.93  C153 1.395, H154 0.974, C181 1.445
50 H 10.10 15.94 13.59  C77 1.094
51 C 21.29 19.62 15.26  C63 1.488, O169 1.221, N172 1.337
52 H 12.76 9.15 17.90  C46 1.069
53 H 11.56 19.03 10.55  C176 1.089
54 H 16.90 13.61 10.68  C35 1.103
55 H 14.79 12.03 15.48  C212 1.100
56 P 13.62 22.25 19.27  N79 1.650, O139 1.446, N161 1.680, N207 1.689
57 H 16.79 22.48 20.22  C196 1.100
58 H 22.05 20.77 13.78  C63 1.078
59 H 14.32 14.71 17.99  C117 1.072
60 H 17.41 20.14 14.24  C115 1.104
61 C 14.48 16.90 16.45  C118 1.401, C126 1.404, H166 1.106
62 H 14.83 19.37 19.96  C85 1.124
63 C 21.12 20.24 13.91  C51 1.488, H58 1.078, H67 1.123, H130 1.085
64 N 11.87 12.47 15.86  C160 1.470, C165 1.427, P208 1.705
65 N 11.16 20.84 11.31  C99 1.478, C176 1.399, P187 1.680
66 N 13.10 13.00 18.13  C109 1.452, C117 1.467, P208 1.664
67 H 20.97 19.41 13.17  C63 1.123
68 H 9.36 19.45 17.29  C181 1.074
69 O 11.11 17.10 15.83  C153 1.223
70 H 14.52 9.14 17.79  C46 1.121
71 O 15.54 13.38 21.36  P184 1.478
72 H 13.34 22.19 14.37  C5 1.079
73 C 15.82 22.75 17.60  H104 1.099, H147 1.122, N161 1.482, H163 1.087
74 H 14.04 16.65 12.41  C44 1.092
75 H 10.49 13.74 16.85  C165 1.107
76 H 14.14 13.81 16.44  C117 1.116
77 C 9.76 16.95 13.82  H21 1.091, H33 1.114, H50 1.094, C153 1.518
78 H 10.18 22.48 10.29  C99 1.068
79 N 13.74 20.71 18.69  P56 1.650, C85 1.458, C105 1.453
80 H 12.61 17.51 9.21  C168 1.104
81 H 18.36 17.44 10.29  C197 1.115
82 H 13.45 20.05 15.52  C190 1.089
83 H 14.08 19.39 13.95  C190 1.105
84 H 11.73 10.76 14.72  C160 1.085
85 C 14.94 19.94 18.99  H62 1.124, N79 1.458, H201 1.067, H209 1.099
86 H 10.55 23.56 18.06  C123 1.110
87 P 13.91 14.69 10.45  N20 1.653, N145 1.678, N155 1.683, O211 1.482
88 H 11.70 20.74 18.29  C105 1.110
89 N 13.16 16.68 20.06  C93 1.331, C136 1.340
90 N 16.34 15.82 21.98  C92 1.427, C177 1.439, P184 1.693
91 H 16.95 19.80 10.83  N148 0.995
92 C 16.58 16.95 22.82  N90 1.427, H188 1.084, H191 1.101, H193 1.096
93 C 13.01 17.16 21.30  H45 1.098, N89 1.331, C129 1.404
94 H 12.95 14.61 22.25  C40 1.110
95 N 17.21 13.83 23.39  C124 1.420, P184 1.622, C195 1.473
96 C 13.55 13.56 12.86  N145 1.455, H149 1.104, H151 1.103, H173 1.094
97 H 15.98 12.41 24.41  C195 1.080
98 N 12.97 22.40 12.37  C5 1.443, C47 1.440, P187 1.706
99 C 10.28 22.02 11.25  N65 1.478, H78 1.068, H120 1.066, H194 1.102
100 H 16.03 15.55 13.74  C182 1.105
101 H 17.68 12.49 24.97  C195 1.121
102 H 23.20 16.25 14.23  C108 1.075
103 C 15.93 16.31 10.72  N20 1.476, H113 1.080, H119 1.117, H131 1.084
104 H 16.84 22.35 17.69  C73 1.099
105 C 12.50 19.99 18.46  N79 1.453, H88 1.110, H138 1.084, H178 1.118
106 C 20.78 15.83 13.80  C13 1.489, N140 1.386, O199 1.222
107 H 16.22 20.32 12.86  C115 1.106
108 C 22.90 17.13 13.70  H102 1.075, H116 1.097, H133 1.088, N140 1.528
109 C 13.44 12.47 19.44  H4 1.086, N66 1.452, H170 1.090, H210 1.090
110 H 18.62 15.02 22.43  C124 1.103
111 H 16.33 16.84 20.23  C177 1.069
112 C 20.25 18.15 16.87  H31 1.083, H37 1.105, N172 1.434, H179 1.090
113 H 15.16 16.99 10.41  C103 1.080
114 H 17.30 11.75 23.34  C195 1.128
115 C 16.92 19.64 13.38  H60 1.104, H107 1.106, H162 1.106, C180 1.493
116 H 23.52 17.53 12.88  C108 1.097
117 C 14.23 13.74 17.55  H59 1.072, N66 1.467, H76 1.116, H127 1.108
118 C 15.56 16.82 17.34  C61 1.401, H125 1.062, N158 1.357
119 H 16.53 16.11 9.80  C103 1.117
120 H 9.32 21.63 11.49  C99 1.066
121 H 17.89 16.08 20.52  C177 1.089
122 H 19.96 14.23 12.83  C13 1.046
123 C 11.41 23.76 18.72  H17 1.106, H86 1.110, H183 1.117, N207 1.470
124 C 18.50 13.99 22.82  N95 1.420, H110 1.103, H143 1.103, H189 1.102
125 H 15.47 17.02 18.38  C118 1.062
126 C 14.66 16.43 15.14  H42 1.101, C61 1.404, C182 1.386
127 H 15.17 13.21 17.80  C117 1.108
128 H 12.84 22.13 16.26  C16 1.093
129 C 11.83 17.38 22.02  H6 1.102, C93 1.404, C203 1.426
130 H 20.27 20.90 13.83  C63 1.085
131 H 16.49 16.82 11.50  C103 1.084
132 O 18.70 18.23 12.80  C180 1.202
133 H 22.88 17.92 14.45  C108 1.088
134 H 10.55 12.06 14.29  C160 1.095
135 H 9.72 17.11 21.82  C203 1.069
136 C 12.01 16.25 19.52  C36 1.365, H41 1.081, N89 1.340
137 H 13.06 24.14 11.29  C47 1.092
138 H 12.26 19.38 19.32  C105 1.084
139 O 13.17 22.42 20.63  P56 1.446
140 N 21.50 16.83 13.17  C106 1.386, C108 1.528, H159 0.999
141 H 12.92 11.39 11.09  C32 1.068
142 H 19.55 15.74 12.06  C13 1.078
143 H 18.61 13.27 21.99  C124 1.103
144 H 9.89 17.85 17.77  C181 1.094
145 N 13.44 13.40 11.42  C32 1.454, P87 1.678, C96 1.455
146 H 15.75 13.09 11.84  C35 1.094
147 H 15.98 23.76 17.13  C73 1.122
148 N 17.75 19.30 11.13  H91 0.995, C180 1.332, C197 1.448
149 H 14.25 14.38 13.10  C96 1.104
150 H 13.45 12.87 22.58  C40 1.091
151 H 12.57 13.77 13.32  C96 1.103
152 H 12.77 17.80 11.90  C44 1.084
153 C 10.06 17.36 15.25  N49 1.395, O69 1.223, C77 1.518
154 H 8.21 18.24 15.43  N49 0.974
155 N 12.93 16.03 10.75  C44 1.464, P87 1.683, C168 1.482
156 H 12.70 18.60 14.90  C190 1.144
157 H 11.17 16.72 9.91  C168 1.086
158 N 16.80 16.45 16.96  C118 1.357, C202 1.338
159 H 21.16 17.27 12.34  N140 0.999
160 C 11.05 11.51 15.10  N64 1.470, H84 1.085, H134 1.095, H175 1.112
161 N 15.18 22.79 18.94  P56 1.680, C73 1.482, C196 1.487
162 H 16.26 18.87 13.81  C115 1.106
163 H 15.28 22.13 16.89  C73 1.087
164 H 15.42 23.51 20.88  C196 1.075
165 C 11.34 13.76 16.14  H48 1.105, N64 1.427, H75 1.107, H200 1.083
166 H 13.48 17.20 16.82  C61 1.106
167 H 16.96 14.28 12.36  C35 1.110
168 C 12.19 16.56 9.58  H34 1.116, H80 1.104, N155 1.482, H157 1.086
169 O 22.20 19.83 16.04  C51 1.221
170 H 13.55 13.31 20.13  C109 1.090
171 H 18.78 15.17 13.53  C13 1.055
172 N 20.31 18.76 15.57  C51 1.337, C112 1.434, H186 1.039
173 H 13.93 12.64 13.33  C96 1.094
174 H 17.89 15.57 15.44  C202 1.074
175 H 10.22 11.02 15.65  C160 1.112
176 C 10.71 19.71 10.62  H18 1.070, H53 1.089, N65 1.399, H215 1.076
177 C 16.81 15.97 20.63  H43 1.121, N90 1.439, H111 1.069, H121 1.089
178 H 12.48 19.28 17.59  C105 1.118
179 H 21.09 17.46 16.91  C112 1.090
180 C 17.91 19.05 12.43  C115 1.493, O132 1.202, N148 1.332
181 C 9.08 18.41 17.28  H24 1.064, N49 1.445, H68 1.074, H144 1.094
182 C 15.90 15.97 14.75  H100 1.105, C126 1.386, C202 1.414
183 H 11.58 24.86 18.87  C123 1.117
184 P 15.94 14.25 22.48  O71 1.478, N90 1.693, N95 1.622, N198 1.656
185 H 10.69 21.65 14.35  C192 1.117
186 H 19.61 18.53 14.84  N172 1.039
187 P 12.59 20.74 12.20  N3 1.653, O23 1.489, N65 1.680, N98 1.706
188 H 16.10 16.91 23.78  C92 1.084
189 H 19.32 13.88 23.54  C124 1.102
190 C 13.19 19.59 14.57  N3 1.466, H82 1.089, H83 1.105, H156 1.144
191 H 16.23 17.83 22.26  C92 1.101
192 C 10.82 20.55 14.27  N3 1.496, H22 1.095, H28 1.107, H185 1.117
193 H 17.66 17.09 22.98  C92 1.096
194 H 10.58 22.82 11.95  C99 1.102
195 C 17.00 12.54 24.08  N95 1.473, H97 1.080, H101 1.121, H114 1.128
196 C 16.04 23.26 20.05  H9 1.059, H57 1.100, N161 1.487, H164 1.075
197 C 18.58 18.54 10.22  H7 1.108, H81 1.115, N148 1.448, H214 1.109
198 N 14.65 14.25 23.52  C11 1.438, C40 1.453, P184 1.656
199 O 21.08 15.41 14.91  C106 1.222
200 H 10.90 14.28 15.29  C165 1.083
201 H 15.14 19.22 18.23  C85 1.067
202 C 16.93 15.97 15.72  N158 1.338, H174 1.074, C182 1.414
203 C 10.66 16.96 21.33  C36 1.368, C129 1.426, H135 1.069
204 H 9.92 15.86 19.66  C36 1.095
205 O 11.36 11.00 18.05  P208 1.492
206 H 14.30 14.32 25.50  C11 1.087
207 N 12.55 23.00 18.20  C16 1.499, P56 1.689, C123 1.470
208 P 12.42 11.73 17.29  N2 1.691, N64 1.705, N66 1.664, O205 1.492
209 H 15.78 20.64 19.06  C85 1.099
210 H 12.68 11.75 19.75  C109 1.090
211 O 13.83 14.32 9.02  P87 1.482
212 C 14.83 11.12 16.10  N2 1.474, H12 1.104, H14 1.122, H55 1.100
213 H 13.73 23.61 16.49  C16 1.077
214 H 19.63 18.69 10.51  C197 1.109
215 H 10.51 19.92 9.58  C176 1.076

As for the SMILES: CN(C)P(=O)(N(C)C)N(C)C.CN(C)P(=O)(N(C)C)N(C)C.CN(C)P(=O)(N(C)C)N(C)C.CN(C)P(=O)(N(C)C)N(C)C.CN(C)P(=O)(N(C)C)N(C)C.CNC(C)=O.CNC(C)=O.CNC(C)=O.CNC(C)=O.c1ccncc1.c1ccncc1. The strongest force on any atom comes out at 0.0624 Eh/bohr. As for the LUMO energy: 0.08 eV. For the frontier orbital gap, the calculation gives 8.3 eV.

Löwdin population analysis, charges in e, atoms 1 to 8:
1 H 0.085
2 N -0.288
3 N -0.288
4 H 0.076
5 C -0.110
6 H 0.111
7 H 0.097
8 H 0.078